(1)
{"formula": "C19H21N3O4S", "method": "ωB97M-V with the def2-TZVPD basis set", "lumo_energy_ev": -0.7, "homo_energy_ev": -8.0, "symbols": ["C", "C", "C", "C", "C", "C", "C", "H", "H", "N", "O", "O", "H", "S", "O", "O", "N", "H", "C", "H", "C", "C", "C", "N", "C", "C", "C", "C", "C", "C", "H", "H", "H", "C", "H", "H", "H", "H", "C", "H", "H", "H", "H", "H", "H", "H", "H", "H"], "coordinates": [[-1.860, -2.469, 1.724], [-0.896, -1.271, 1.772], [-1.337, 0.103, 1.404], [-0.614, 1.078, 1.481], [0.665, 0.771, 1.788], [1.048, -0.391, 2.385], [0.168, -1.516, 2.418], [0.593, -2.342, 2.424], [2.061, -0.383, 2.599], [1.567, 2.026, 1.927], [2.629, 2.077, 2.267], [0.985, 3.244, 1.484], [-1.030, 1.902, 1.129], [-3.150, 0.464, 0.898], [-3.374, 1.770, 0.862], [-4.167, -0.546, 1.625], [-3.153, -0.136, -0.690], [-3.201, -0.998, -0.915], [-2.698, 1.100, -1.803], [-3.670, 1.178, -2.317], [-1.602, 0.605, -2.637], [-0.387, 0.689, -1.629], [0.538, 1.777, -1.454], [1.632, 1.266, -0.738], [1.652, 0.025, -1.037], [2.683, -1.007, -0.287], [2.258, -2.551, -0.277], [1.058, -2.647, -0.807], [0.023, -1.969, -1.195], [0.447, -0.613, -1.249], [-0.822, -2.179, -1.765], [0.771, -3.892, -0.879], [2.975, -3.052, 0.137], [3.909, -0.674, 0.193], [4.441, -1.419, 0.704], [3.862, 0.477, 0.960], [4.558, -0.180, -0.794], [2.476, 1.823, -0.406], [0.326, 3.162, -1.717], [1.010, 3.647, -2.284], [-0.541, 3.228, -2.034], [0.250, 3.723, -0.544], [-1.570, 1.281, -3.340], [-1.765, -0.520, -2.957], [-2.757, 1.988, -1.270], [-1.448, -3.303, 2.332], [-1.720, -2.985, 0.677], [-2.823, -2.361, 1.835]]}

***

(2)
{"formula": "C3H4InO3", "method": "ωB97M-V with the def2-TZVPD basis set", "spin_multiplicity": 2, "lumo_energy_ev": [-24.2, -24.8], "homo_energy_ev": [-30.7, -31.2], "total_charge": 4, "s_squared": 1.750, "symbols": ["In", "C", "C", "O", "C", "O", "O", "H", "H", "H", "H"], "coordinates": [[10.366, 18.665, -33.741], [13.423, 13.568, -35.693], [14.461, 14.091, -34.734], [14.265, 15.472, -34.735], [12.961, 15.682, -35.010], [12.378, 16.705, -34.696], [12.405, 14.621, -35.553], [12.945, 12.650, -35.353], [13.670, 13.411, -36.743], [15.462, 13.859, -35.097], [14.276, 13.809, -33.697]]}